Entry w
ORCA calculation (the ωB97M-V functional and the def2-TZVPD basis) on one molecule with the formula C4H8N2O2.

The geometry in ORCA input format:
```
! RIJCOSX wB97M-V def2-TZVPD def2/J DEFGRID3
* xyz 0 1
O 2.056 -2.068 -0.571
C 2.348 -0.965 -0.170
N 1.491 -0.158 0.514
C 0.192 -0.665 0.892
C -0.840 -0.510 -0.223
N -0.982 0.860 -0.691
C -1.997 1.705 -0.372
O -2.171 2.762 -0.939
H 3.338 -0.503 -0.305
H 1.746 0.796 0.703
H 0.283 -1.728 1.102
H -0.157 -0.195 1.811
H -1.833 -0.806 0.114
H -0.575 -1.162 -1.050
H -0.262 1.262 -1.275
H -2.636 1.374 0.460
*
```

Calculated values
* structure (SMILES): O=CNCCNC=O
* E_HOMO: -0.3602 Ha

Entry x
ORCA calculation (the ωB97M-V functional and the def2-TZVPD basis) on a 2-piece molecular cluster, C4H8N2O2 overall.

The geometry in ORCA input format:
```
! RIJCOSX wB97M-V def2-TZVPD def2/J DEFGRID3
* xyz 0 1
C -1.469 1.804 0.319
C 1.370 -1.318 0.277
C 0.448 -1.180 1.495
C 0.065 -0.729 0.094
N -1.479 2.778 -0.615
N 0.188 0.678 -0.109
O -2.187 1.411 1.146
O 0.502 0.990 -1.509
H 2.185 -0.527 0.152
H 1.551 -2.323 -0.078
H -0.170 -2.008 1.759
H 0.601 -0.334 2.154
H -0.728 -1.373 -0.279
H -0.580 2.827 -1.194
H -1.917 3.687 -0.286
H -0.027 0.397 -2.140
*
```

Calculated values
* E_HOMO: -0.3034 Ha

Entry y
ORCA calculation (the ωB97M-V functional and the def2-TZVPD basis) on a 2-piece molecular cluster, C4H8N2O2 overall.

The geometry in ORCA input format:
```
! RIJCOSX wB97M-V def2-TZVPD def2/J DEFGRID3
* xyz 0 1
C 0.407 1.092 -0.010
C 0.264 -0.298 0.414
C -0.504 -0.712 1.455
O -0.744 -1.988 1.854
O -0.919 0.139 2.452
H 1.342 1.542 0.476
H -0.426 1.670 0.445
H 0.509 1.169 -1.048
H 0.447 -1.036 -0.305
H -1.657 -1.977 2.065
H -0.876 1.087 2.123
N 1.290 -0.868 -3.175
C 0.773 -1.868 -2.734
N 0.278 -2.898 -2.363
H 1.956 -0.379 -2.759
H -0.699 -3.209 -2.234
*
```

Calculated values
* structure (SMILES): CC=C(O)O.N=C=N
* E_HOMO: -0.3107 Ha

Entry z
ORCA calculation (the ωB97M-V functional and the def2-TZVPD basis) on one molecule with the formula C4H8N2O2.

The geometry in ORCA input format:
```
! RIJCOSX wB97M-V def2-TZVPD def2/J DEFGRID3
* xyz 0 1
C 1.008 -0.170 1.361
C -2.037 0.024 -0.603
C 0.452 -0.681 -1.273
N 1.420 1.114 1.307
C 0.015 -0.614 0.490
O 1.582 0.035 -1.509
N -0.639 0.317 -0.367
O 0.047 -1.497 -2.055
H 1.565 0.824 -0.945
H 1.492 -0.842 2.055
H 2.078 1.463 1.988
H 0.776 1.737 0.820
H -0.497 -1.537 0.765
H -2.258 -1.046 -0.690
H -2.665 0.409 0.209
H -2.339 0.465 -1.552
*
```

Calculated values
* E_HOMO (spin up / spin down): -0.2838 / -0.2838 Ha

Pick entry w: it beats the second-best structure by 249.0 kJ/mol.

Entry w
ORCA calculation (the ωB97M-V functional and the def2-TZVPD basis) on C4H8N2O2 as an isolated structure.

The geometry in ORCA input format:
```
! RIJCOSX wB97M-V def2-TZVPD def2/J DEFGRID3
* xyz 0 1
C 0.653 -0.695 1.441
N 0.725 -0.262 0.050
C 1.064 0.825 -0.486
C -1.054 0.107 -0.601
N -1.765 1.050 0.059
C -1.449 -0.891 -1.378
O 2.815 0.203 0.362
O 1.145 1.772 -1.170
H 3.346 0.013 -0.423
H -1.397 1.991 0.082
H -2.760 0.918 0.177
H 1.262 -0.050 2.068
H 1.048 -1.706 1.482
H -0.390 -0.664 1.756
H -0.792 -1.709 -1.627
H -2.451 -0.902 -1.793
*
```

Calculated values
* E_HOMO (spin up / spin down): -0.2971 / -0.2971 Ha

Entry x
ORCA calculation (the ωB97M-V functional and the def2-TZVPD basis) on a 2-piece molecular cluster, C4H8N2O2 overall.

The geometry in ORCA input format:
```
! RIJCOSX wB97M-V def2-TZVPD def2/J DEFGRID3
* xyz 0 1
C -0.226 0.575 1.220
C -0.490 -0.654 -1.121
C 0.766 0.061 3.302
C -0.544 0.021 -3.341
N -1.140 1.402 1.288
N -0.689 -1.860 -1.026
O 0.712 -0.024 1.843
O -0.154 0.283 -1.930
H 0.710 1.182 3.536
H 1.645 -0.422 3.739
H 0.089 -0.579 3.829
H 0.199 -0.817 -3.617
H -0.220 0.908 -3.764
H -1.529 -0.329 -3.526
H -1.380 1.806 2.113
H -0.286 -2.563 -1.634
*
```

Calculated values
* E_HOMO (spin up / spin down): -0.2591 / -0.2664 Ha

Entry y
ORCA calculation (the ωB97M-V functional and the def2-TZVPD basis) on C4H8N2O2 as an isolated structure.

The geometry in ORCA input format:
```
! RIJCOSX wB97M-V def2-TZVPD def2/J DEFGRID3
* xyz 0 1
C 2.743 0.012 0.381
C 0.506 -0.635 0.084
C -0.569 -1.094 -0.493
C -1.941 -0.719 -0.011
H 2.137 0.074 1.575
H 2.928 1.180 -0.098
H 3.667 -0.690 0.271
H 0.248 0.140 0.810
H -0.331 -1.825 -1.217
H -3.200 0.769 0.172
H -0.933 0.978 -1.229
H -0.624 1.772 0.193
N -2.198 0.650 0.286
N -1.473 1.657 -0.426
O 1.754 -0.672 -0.522
O -2.713 -1.596 0.225
*
```

Calculated values
* E_HOMO: -0.3419 Ha

Entry z
ORCA calculation (the ωB97M-V functional and the def2-TZVPD basis) on one molecule with the formula C4H8N2O2.

The geometry in ORCA input format:
```
! RIJCOSX wB97M-V def2-TZVPD def2/J DEFGRID3
* xyz 0 1
C -0.858 -1.435 1.020
C 0.143 -0.447 0.464
C 1.586 -0.922 0.513
N -0.174 0.848 0.823
O 0.680 1.659 -0.130
C -0.074 1.306 -1.170
N -0.986 2.181 -1.618
O -0.077 0.077 -1.540
H -1.873 -1.047 0.929
H -0.761 -2.391 0.502
H -0.661 -1.594 2.082
H 1.711 -1.769 -0.167
H 2.273 -0.131 0.213
H 1.824 -1.257 1.524
H -1.173 2.998 -1.058
H -1.582 1.923 -2.387
*
```

Calculated values
* structure (SMILES): CC(C)=NOC(N)=O
* E_HOMO: -0.3242 Ha

Pick entry z: it beats the second-best structure by 140.8 kJ/mol.

Entry w
ORCA calculation (the ωB97M-V functional and the def2-TZVPD basis) on C4H8N2O2 as an isolated structure.

The geometry in ORCA input format:
```
! RIJCOSX wB97M-V def2-TZVPD def2/J DEFGRID3
* xyz 0 1
C 1.347 0.443 -0.292
C -0.026 -0.011 -0.460
C -0.632 -0.858 -1.632
C -0.690 -1.115 0.359
H 1.287 1.382 2.814
H 0.142 1.552 1.425
H 1.982 0.130 -1.108
H -1.688 1.146 -0.583
H -1.466 -0.233 -2.056
H 0.121 -1.136 -2.439
H -0.029 -1.464 1.110
H -1.640 -0.851 1.058
N 0.941 0.978 1.898
N 1.914 0.735 0.898
O -0.681 1.258 -0.316
O -0.882 -1.957 -0.677
*
```

Calculated values
* E_HOMO: -0.3233 Ha

Entry x
ORCA calculation (the ωB97M-V functional and the def2-TZVPD basis) on one molecule with the formula C4H8N2O2.

The geometry in ORCA input format:
```
! RIJCOSX wB97M-V def2-TZVPD def2/J DEFGRID3
* xyz 0 1
C -0.182 1.959 0.051
C -0.900 -0.452 0.203
C 0.036 0.533 0.479
N -1.921 -0.375 -0.738
C 2.169 -1.224 0.016
O 0.990 0.356 1.459
O -0.688 -1.692 0.703
N 1.674 -0.053 -0.051
H -1.448 -2.247 0.485
H -1.795 -0.984 -1.545
H -2.163 0.561 -1.025
H 0.794 2.435 -0.039
H -0.743 2.496 0.823
H -0.704 2.052 -0.901
H 1.919 -1.949 0.782
H 2.960 -1.414 -0.702
*
```

Calculated values
* E_HOMO (spin up / spin down): -0.2548 / -0.2548 Ha

Pick entry w: it beats the second-best structure by 60.0 kJ/mol.

Entry w
ORCA calculation (the ωB97M-V functional and the def2-TZVPD basis) on C5H12N2O2 as an isolated structure.

The geometry in ORCA input format:
```
! RIJCOSX wB97M-V def2-TZVPD def2/J DEFGRID3
* xyz 0 1
C -0.471 -1.037 0.394
C -1.547 1.383 -0.802
C -0.626 -2.132 -0.648
C -0.648 1.216 0.400
O -0.985 1.528 1.565
H -1.462 -0.832 0.801
H 0.062 -1.353 1.293
H -2.501 0.887 -0.624
H -1.103 0.965 -1.707
H -1.706 2.455 -0.953
H 0.331 -2.546 -0.974
H -1.235 -2.956 -0.260
H -1.132 -1.738 -1.535
N 2.204 -0.661 0.161
C 0.883 1.252 0.112
O 1.571 1.564 1.292
N 1.104 -0.111 -0.365
H 0.838 1.692 1.944
H 2.734 -1.277 -0.445
H 2.550 -0.254 1.036
H 1.141 1.956 -0.686
*
```

Calculated values
* E_HOMO: -0.3037 Ha

Entry x
ORCA calculation (the ωB97M-V functional and the def2-TZVPD basis) on one molecule with the formula C5H12N2O2.

The geometry in ORCA input format:
```
! RIJCOSX wB97M-V def2-TZVPD def2/J DEFGRID3
* xyz 0 1
C -0.552 -5.794 -0.598
N 0.326 -4.653 -0.387
C 0.852 -4.050 -1.611
C 2.097 -3.214 -1.301
C 2.794 -2.764 -2.575
N 3.055 -3.945 -0.470
C 2.882 -4.301 0.836
O 3.326 -5.356 1.281
O 2.265 -3.393 1.664
H 0.031 -6.630 -1.007
H -0.988 -6.108 0.358
H -1.368 -5.564 -1.303
H -0.081 -3.931 0.276
H 0.101 -3.419 -2.112
H 1.127 -4.869 -2.292
H 1.764 -2.321 -0.743
H 3.111 -3.634 -3.169
H 2.113 -2.161 -3.187
H 3.680 -2.157 -2.342
H 4.022 -3.931 -0.763
H 1.930 -2.544 1.167
*
```

Calculated values
* structure (SMILES): CNC[C@H](C)NC(=O)O
* E_HOMO: -0.3282 Ha

Entry y
ORCA calculation (the ωB97M-V functional and the def2-TZVPD basis) on a 2-piece molecular cluster, C5H12N2O2 overall.

The geometry in ORCA input format:
```
! RIJCOSX wB97M-V def2-TZVPD def2/J DEFGRID3
* xyz 0 1
C -2.637 0.138 -0.791
N -0.640 1.179 0.751
O -2.350 0.262 0.566
H -0.783 1.395 1.732
H -0.932 1.947 0.156
H -2.507 1.076 -1.352
H -3.700 -0.133 -0.858
H -2.057 -0.657 -1.282
C 1.183 0.993 -0.924
C 2.034 -1.686 0.427
C 0.780 0.628 0.522
C 0.676 -1.061 0.572
N -0.370 -1.691 0.789
O 1.575 1.003 1.460
H -1.232 -1.127 0.861
H 0.426 0.649 -1.632
H 2.140 0.538 -1.165
H 1.305 2.076 -0.987
H 2.296 -1.762 -0.630
H 2.784 -1.080 0.933
H 2.008 -2.688 0.851
*
```

Calculated values
* E_HOMO (spin up / spin down): -0.2880 / -0.2936 Ha

Pick entry x: it beats the second-best structure by 351.2 kJ/mol.

Entry w
ORCA calculation (the ωB97M-V functional and the def2-TZVPD basis) on one molecule with the formula C5H12N2O2.

The geometry in ORCA input format:
```
! RIJCOSX wB97M-V def2-TZVPD def2/J DEFGRID3
* xyz 0 1
C -0.145 1.702 -0.576
N 0.040 0.348 -0.045
C 1.249 -0.244 -0.519
C 0.001 0.367 1.446
C -1.118 -0.481 -0.482
N -0.677 -2.212 -0.316
C -2.566 0.036 0.116
O -2.513 0.840 1.057
O -3.440 -0.437 -0.608
H -1.178 2.066 -0.256
H 0.713 2.260 -0.192
H -0.123 1.895 -1.645
H 1.119 -0.412 -1.495
H 2.194 0.471 -0.427
H 1.449 -1.282 -0.067
H -0.509 -0.484 1.864
H 1.045 0.556 1.887
H -0.671 1.207 1.802
H -1.307 -0.460 -1.609
H -1.546 -2.746 -0.372
H -0.382 -2.215 0.679
*
```

Calculated values
* structure (SMILES): C[N+](C)(C)[C@@H](N)C(=O)[O-]
* E_HOMO: -0.3164 Ha

Entry x
ORCA calculation (the ωB97M-V functional and the def2-TZVPD basis) on one molecule with the formula C5H12N2O2.

The geometry in ORCA input format:
```
! RIJCOSX wB97M-V def2-TZVPD def2/J DEFGRID3
* xyz 0 1
C 1.757 1.154 1.615
C 0.984 0.980 0.346
N 1.353 -0.051 -0.877
O 2.244 -1.027 -0.816
C 0.225 -0.268 0.079
O 0.490 -1.382 0.785
N -1.126 0.025 -0.327
C -1.430 -0.203 -1.731
C -2.095 -0.584 0.572
H 1.088 1.537 2.371
H 2.564 1.870 1.482
H 2.167 0.197 1.938
H 0.635 1.883 -0.127
H 1.366 0.512 -1.731
H 1.352 -1.701 0.282
H -2.454 0.118 -1.906
H -0.761 0.383 -2.357
H -1.340 -1.258 -2.018
H -2.207 -1.657 0.392
H -3.055 -0.087 0.432
H -1.757 -0.442 1.596
*
```

Calculated values
* structure (SMILES): C[C@H]1[N@@H+]([O-])[C@]1(O)N(C)C
* E_HOMO: -0.3185 Ha

Pick entry w: it beats the second-best structure by 63.2 kJ/mol.

Entry w
ORCA calculation (the ωB97M-V functional and the def2-TZVPD basis) on a 2-piece molecular cluster, C5H12N2O2 overall.

The geometry in ORCA input format:
```
! RIJCOSX wB97M-V def2-TZVPD def2/J DEFGRID3
* xyz 0 1
N -2.401 0.863 0.064
C -2.000 -0.003 -1.024
C -1.585 -1.485 -0.448
N -0.415 -1.954 -0.911
O -2.309 -2.044 0.327
H -1.617 1.355 0.478
H -3.104 1.532 -0.221
H -2.911 -0.274 -1.565
H -1.402 0.424 -1.846
H 0.230 -1.355 -1.436
H -0.103 -2.851 -0.572
C 0.866 0.368 1.688
C 1.538 0.553 0.556
C 3.006 0.840 0.480
O 0.966 0.451 -0.677
H 1.364 0.410 2.641
H -0.175 0.085 1.714
H 3.512 0.040 -0.060
H 3.439 0.925 1.472
H 3.169 1.768 -0.067
H -0.070 0.354 -0.593
*
```

Calculated values
* structure (SMILES): NCC(N)=O.C=C(C)O
* E_HOMO: -0.3332 Ha

Entry x
ORCA calculation (the ωB97M-V functional and the def2-TZVPD basis) on one molecule with the formula C5H12N2O2.

The geometry in ORCA input format:
```
! RIJCOSX wB97M-V def2-TZVPD def2/J DEFGRID3
* xyz 0 1
C 1.772 -1.506 0.836
C 0.791 -0.659 1.157
O 0.942 0.157 2.267
C -0.560 -0.594 0.463
N -1.602 -0.482 1.530
C -0.702 0.600 -0.576
N -1.264 1.792 0.074
O 0.513 1.009 -1.172
C 0.910 0.196 -2.264
H 1.676 -2.212 0.019
H 2.697 -1.516 1.404
H 0.023 0.295 2.579
H -0.725 -1.536 -0.075
H -2.437 -0.959 1.185
H -1.894 0.507 1.505
H -1.423 0.300 -1.348
H -1.262 2.518 -0.643
H -0.536 2.103 0.723
H 1.947 0.439 -2.508
H 0.286 0.418 -3.135
H 0.847 -0.869 -2.023
*
```

Calculated values
* structure (SMILES): C=C(O)[C@@H](N)[C@@H](N)OC
* E_HOMO: -0.3218 Ha

Pick entry w: it beats the second-best structure by 39.0 kJ/mol.